Record 1
Below is C9H7Br2ClN2 as an isolated structure in a non-equilibrium geometry, with properties calculated with the ωB97M-V functional and the def2-TZVPD basis.

Computed properties:
Largest force on an atom = 2.9 eV/Å
E = -6064.70338 Eh
HOMO level (alpha / beta) = -8.395 / -7.312 eV

Geometry as ORCA input:
```
! wB97M-V def2-TZVPD RIJCOSX def2/J DEFGRID3
* xyz 0 1
C -2.45728 -2.40394 0.73447
C -2.55202 -1.01814 0.81469
C -1.24856 -2.97593 0.38381
C -1.53722 -0.24950 0.31163
C -0.31397 -0.94294 -0.04578
C 2.21091 1.69922 -0.47980
C 3.55430 1.43254 -0.19849
C 0.91470 1.03041 -0.61974
C 4.33169 0.31106 0.10515
N -0.18472 -2.28674 0.07762
N 0.80617 -0.30878 -0.32130
Cl -1.89461 1.45265 0.40085
Br 6.23396 0.40008 0.39787
Br 3.67814 -1.39186 -0.14761
H -3.27115 -2.93417 1.02571
H -3.45710 -0.41863 1.11478
H -0.99231 -3.97302 0.30180
H 2.21985 2.73068 -0.86102
H 4.23451 2.38520 -0.23704
H 0.07717 1.66134 -0.32096
H 0.96924 1.04803 -1.82572
*
```

Results of the Löwdin charge analysis, in e, for atoms 1 through 5: atom 1 (C): -0.03, atom 2 (C): -0.12, atom 3 (C): -0.13, atom 4 (C): -0.52, atom 5 (C): -0.35

Record 2
Below is a 2-piece molecular cluster, C9H7BrO overall in a non-equilibrium geometry, with properties calculated with the ωB97M-V functional and the def2-TZVPD basis.

Computed properties:
Largest force on an atom = 3.9 eV/Å
E = -2996.09166 Eh
HOMO level = -8.827 eV

Geometry as ORCA input:
```
! wB97M-V def2-TZVPD RIJCOSX def2/J DEFGRID3
* xyz 0 1
C -1.98625 2.90268 0.60522
C -1.89920 1.71831 -0.04358
C 2.50497 -0.61290 0.32763
C 2.16568 0.10593 -0.82213
C 1.47747 -1.23304 1.07260
C 0.90073 0.12582 -1.25427
C 0.20759 -1.29635 0.52592
C -0.15249 -0.47368 -0.56845
C -1.52327 -0.21916 -0.97863
O -2.02469 1.51583 1.41061
Br -3.05025 -1.25412 -0.27180
H 3.49761 -0.38988 0.67340
H 2.83136 0.81958 -1.22906
H 1.77689 -1.66571 2.09138
H 0.52700 0.68285 -2.11023
H -0.64186 -2.02283 0.99870
H -1.59900 -0.04475 -2.03212
H -3.01228 1.34141 1.60483
*
```

Results of the Löwdin charge analysis, in e, for atoms 1 through 5: atom 1 (C): 0.03, atom 2 (C): -0.17, atom 3 (C): -0.06, atom 4 (C): -0.09, atom 5 (C): -0.08